{
  "formula": "C45H54N4OPbSi",
  "method": "ωB97M-V with the def2-TZVPD basis set",
  "total_charge": 2,
  "relative_energy_kcal_mol": 0.0,
  "e_homo_ev": [-11.45, -11.37],
  "orbital_gap_ev": [2.734, 6.163],
  "elements": ["Pb", "C", "C", "C", "C", "C", "C", "C", "N", "N", "C", "C", "C", "C", "C", "C", "N", "C", "C", "C", "C", "C", "C", "N", "H", "H", "H", "H", "H", "H", "H", "H", "H", "H", "H", "H", "H", "H", "H", "H", "H", "H", "H", "H", "C", "C", "C", "C", "C", "C", "C", "C", "C", "C", "H", "H", "H", "H", "H", "H", "H", "H", "H", "H", "H", "H", "H", "H", "H", "C", "C", "C", "C", "Si", "O", "C", "C", "C", "C", "C", "C", "C", "C", "C", "C", "C", "C", "H", "H", "H", "H", "H", "H", "H", "H", "H", "H", "H", "H", "H", "H", "H", "H", "H", "H", "H"],
  "xyz": [[-0.1523, -0.9518, 0.1114], [-2.2195, -3.1201, 1.9230], [-3.0004, -1.8698, 2.2951], [-2.1753, -0.9506, 3.1356], [-2.3232, -0.8482, 4.5382], [-1.5016, 0.0251, 5.2502], [-0.5999, 0.7895, 4.5481], [-0.4555, 0.6043, 3.1845], [-1.1662, -0.2962, 2.4945], [-1.7126, -3.1728, 0.4929], [-0.7927, -4.3210, 0.4291], [0.0855, -4.3435, -0.7982], [0.5500, -5.5715, -1.2970], [1.1951, -5.5943, -2.5288], [1.4274, -4.4362, -3.2342], [0.9563, -3.2549, -2.6675], [0.3724, -3.1874, -1.4515], [-2.8235, -3.2442, -0.4633], [-3.0598, -2.0085, -1.2722], [-4.3739, -1.7339, -1.6875], [-4.6298, -0.7177, -2.5768], [-3.5646, 0.0702, -3.0033], [-2.3154, -0.2086, -2.4983], [-2.0817, -1.1510, -1.5746], [-2.8441, -3.9899, 2.1362], [-1.3349, -3.2222, 2.5811], [-3.8872, -2.1753, 2.8574], [-3.4098, -1.2530, 1.4485], [-3.1782, -1.3424, 5.0257], [-1.5922, 0.1519, 6.3318], [-0.0212, 1.5848, 5.0642], [0.3078, 1.1677, 2.6401], [-1.3131, -5.2970, 0.4178], [-0.1514, -4.3644, 1.3274], [0.3937, -6.5030, -0.7589], [1.4432, -6.5584, -2.9958], [1.9299, -4.4375, -4.2180], [1.0275, -2.3141, -3.2123], [-3.7847, -3.4753, 0.0274], [-2.5863, -4.0718, -1.1895], [-5.1654, -2.3913, -1.3459], [-5.6294, -0.5569, -2.9956], [-3.7203, 0.9545, -3.6327], [-1.4572, 0.3732, -2.8412], [3.1518, -1.7317, 2.4640], [3.4773, -0.4306, 1.9595], [4.0117, -0.5615, 0.6542], [4.0749, -1.9320, 0.3439], [3.5536, -2.6773, 1.4690], [3.3585, -4.1662, 1.5356], [4.6234, -2.5653, -0.8936], [4.4186, 0.5873, -0.2110], [3.2616, 0.8561, 2.6614], [2.4713, -2.0379, 3.7881], [4.3403, -4.6894, 1.5053], [2.7299, -4.5790, 0.7190], [2.9163, -4.4006, 2.5352], [5.5460, -3.1947, -0.6760], [4.8541, -1.8070, -1.6563], [3.8802, -3.2525, -1.3593], [3.7917, 1.4730, -0.0902], [4.3963, 0.2921, -1.2907], [5.4453, 0.9635, -0.0125], [4.2522, 1.2978, 2.9550], [2.6611, 0.7065, 3.5966], [2.7609, 1.6325, 2.0198], [3.2103, -2.5526, 4.4661], [1.5942, -2.7164, 3.5798], [2.0848, -1.1270, 4.2788], [0.0277, 5.7294, -0.3750], [0.4180, 4.4620, 0.3488], [1.9219, 4.3621, 0.4634], [-0.3135, 4.3228, 1.6748], [-0.2115, 2.8266, -0.6633], [0.1594, 1.4257, 0.1069], [-2.1056, 3.0774, -0.8088], [-2.7261, 3.8472, -1.7831], [-4.0957, 4.0887, -1.7757], [-4.8877, 3.5254, -0.7724], [-4.2845, 2.7429, 0.2006], [-2.9200, 2.4667, 0.1584], [0.5074, 2.8908, -2.3925], [1.3317, 1.8131, -2.7524], [1.8764, 1.7232, -4.0096], [1.5398, 2.6656, -4.9745], [0.6560, 3.6859, -4.6584], [0.2239, 3.8439, -3.3722], [0.3270, 6.6268, 0.2453], [-1.0573, 5.8106, -0.5829], [0.5860, 5.8087, -1.3194], [2.3761, 5.1855, 1.0520], [2.4104, 4.3327, -0.4938], [2.2014, 3.4161, 0.9532], [0.0416, 5.1284, 2.3575], [-0.1086, 3.3383, 2.1439], [-1.4030, 4.4618, 1.5698], [-2.1311, 4.2519, -2.5902], [-4.5411, 4.6897, -2.5712], [-5.9764, 3.6220, -0.8019], [-4.8607, 2.2813, 1.0277], [-2.5164, 1.7396, 0.8756], [1.5254, 1.0037, -2.0606], [2.5582, 0.9147, -4.2736], [1.9107, 2.5749, -5.9725], [0.2974, 4.3697, -5.4116], [-0.2888, 4.7707, -3.1212]]
}

{
  "formula": "C3H7NO2",
  "method": "ωB97M-V with the def2-TZVPD basis set",
  "smiles": "C/N=C1\\O[C@H]1O.[H][H]",
  "relative_energy_kcal_mol": 86.6,
  "e_homo_ev": -10.12,
  "orbital_gap_ev": 11.124,
  "elements": ["C", "N", "C", "O", "C", "O", "H", "H", "H", "H", "H", "H", "H"],
  "xyz": [[2.1073, 0.1024, 0.0677], [0.8491, -0.6185, 0.2110], [-0.1288, 0.0229, 0.6538], [-0.4740, 1.2652, 1.0531], [-1.5189, 0.1940, 0.9610], [-2.4894, 0.3331, 0.0274], [2.3730, 0.1340, -0.9942], [2.0767, 1.1285, 0.4554], [2.8954, -0.4518, 0.5858], [-1.9373, -0.0554, 1.9312], [-2.0988, 0.2696, -0.8561], [-0.5297, -1.1255, -1.8256], [-1.1248, -1.1984, -2.2704]]
}

{
  "formula": "C4H2N4",
  "method": "ωB97M-V with the def2-TZVPD basis set",
  "smiles": "N#Cc1ccnnn1",
  "relative_energy_kcal_mol": 48.5,
  "e_homo_ev": -10.24,
  "orbital_gap_ev": 9.351,
  "elements": ["N", "C", "C", "C", "C", "N", "N", "N", "H", "H"],
  "xyz": [[-1.5591, -0.4753, -2.8743], [-0.9959, -0.2831, -1.9153], [-0.3925, 0.1345, -0.6481], [-0.0887, -0.7541, 0.3236], [0.6680, -0.2544, 1.3465], [1.0818, 1.0225, 1.3153], [0.7290, 1.7907, 0.3611], [-0.0427, 1.4262, -0.6058], [-0.3579, -1.8084, 0.3935], [0.9581, -0.7986, 2.3034]]
}

{
  "formula": "C5H7NO2",
  "method": "ωB97M-V with the def2-TZVPD basis set",
  "relative_energy_kcal_mol": 123.3,
  "e_homo_ev": -8.67,
  "orbital_gap_ev": 8.842,
  "elements": ["C", "C", "C", "C", "O", "C", "O", "N", "H", "H", "H", "H", "H", "H", "H"],
  "xyz": [[-0.5169, -0.7695, -0.1539], [0.3528, 0.1927, -1.2485], [0.8805, 0.6877, 1.5417], [0.9217, -0.3816, 0.4694], [-1.5803, -0.4981, 0.6816], [-1.1459, 0.2896, -1.6315], [1.8098, -1.2556, 0.4724], [-2.0518, 0.7179, -2.2353], [-2.3960, -0.8628, 0.2946], [-0.4080, -1.8259, -0.4014], [0.6988, 1.2204, -1.1737], [0.8080, -0.3420, -2.0811], [0.4480, 0.2676, 2.4507], [0.2802, 1.5495, 1.2474], [1.8991, 1.0100, 1.7674]]
}